ORCA calculation (wB97M-V/def2-TZVPD) on C15H39BaF3N4O11S as an isolated structure in a non-equilibrium geometry.

The value obtained for the molecular weight is 677.883 g/mol. The calculation puts the relative energy (zero: lowest compared OMol25 entry of this formula, charge and spin) at 191.29 kJ/mol.

Geometry (Å):
Ba  -0.175  -0.503  0.321
N  -0.097  -2.638  -2.942
O  -0.624  -1.955  -2.082
O  -0.089  -3.875  -2.905
O  0.720  -2.123  -3.703
C  3.345  3.311  1.673
F  3.391  3.847  0.457
F  4.211  2.306  1.760
F  3.689  4.194  2.554
S  1.453  2.822  2.141
O  1.152  1.533  1.486
O  1.388  2.675  3.603
O  0.627  3.901  1.628
C  3.500  0.215  -1.333
C  2.498  1.170  -1.955
C  2.852  1.600  -3.400
O  1.729  2.319  -3.935
C  1.870  2.288  -5.389
N  1.253  0.464  -1.982
H  4.492  0.644  -1.469
H  3.508  -0.832  -1.637
H  3.351  0.301  -0.257
H  2.468  2.019  -1.271
H  2.976  0.697  -3.997
H  3.772  2.180  -3.330
H  2.856  2.601  -5.732
H  1.175  2.914  -5.948
H  1.530  1.322  -5.763
H  0.580  0.851  -2.627
H  1.484  -0.415  -2.424
C  -3.316  3.216  0.036
C  -2.671  1.860  0.107
C  -3.427  0.932  -0.926
O  -2.936  -0.416  -0.645
C  -3.758  -1.425  -1.263
N  -1.304  2.010  -0.328
H  -3.366  3.528  -1.007
H  -2.871  4.057  0.568
H  -4.338  3.227  0.416
H  -2.770  1.507  1.134
H  -3.219  1.272  -1.940
H  -4.506  0.942  -0.776
H  -3.338  -2.399  -1.012
H  -3.822  -1.357  -2.349
H  -4.769  -1.518  -0.865
H  -1.082  2.626  -1.097
H  -0.907  2.606  0.384
C  -3.531  -0.972  3.031
C  -2.087  -1.170  3.450
C  -1.629  -2.565  2.927
O  -1.392  -2.611  1.497
C  -1.025  -3.861  0.879
N  -1.268  -0.098  2.900
H  -4.048  -1.931  3.004
H  -3.504  -0.501  2.048
H  -4.108  -0.403  3.760
H  -2.056  -1.118  4.538
H  -2.401  -3.320  3.074
H  -0.662  -2.856  3.339
H  -0.916  -3.905  -0.204
H  -1.916  -4.484  0.960
H  -0.248  -4.340  1.475
H  -0.426  -0.131  3.457
H  -1.635  0.835  3.027
C  2.623  -1.413  2.040
C  2.733  -2.560  1.040
O  1.857  -2.383  -0.069
O  1.319  -1.326  2.599
H  2.870  -0.441  1.614
H  3.355  -1.653  2.812
H  2.368  -3.453  1.548
H  3.743  -2.724  0.664
H  2.133  -3.097  -0.649
H  1.364  -2.022  3.259

ORCA calculation (wB97M-V/def2-TZVPD) on C19H50LiO18 as an isolated structure in a non-equilibrium geometry.

The value obtained for the molecular weight is 573.532 g/mol. The net charge is -1. Its total energy is -57571.3640 eV.

Geometry (Å):
Li  4.784  0.305  2.240
C  1.398  1.181  -0.099
C  0.712  0.749  -1.226
C  1.061  -0.556  -1.951
O  0.471  -0.946  -3.017
C  2.117  -1.329  -1.514
C  2.832  -0.923  -0.318
C  2.416  0.394  0.469
O  2.925  0.536  1.620
O  3.851  -1.501  0.012
O  -0.153  1.557  -1.707
H  1.115  2.153  0.278
H  2.458  -2.245  -1.972
C  -3.023  0.036  -1.194
O  -4.174  -0.622  -1.712
C  -4.331  -1.940  -1.237
C  -5.199  -2.759  -2.220
O  -4.927  -2.538  -3.593
C  -3.547  -2.368  -3.921
H  -3.009  1.041  -1.609
H  -2.132  -0.431  -1.626
H  -2.832  0.026  -0.119
H  -4.892  -1.908  -0.297
H  -3.402  -2.459  -0.996
H  -6.263  -2.572  -2.075
H  -5.041  -3.772  -1.828
H  -2.965  -3.167  -3.450
H  -3.119  -1.418  -3.600
H  -3.179  -2.387  -4.949
C  -0.458  -0.111  2.631
O  -0.316  -1.299  3.376
C  -1.226  -2.372  3.090
C  -1.119  -3.547  4.100
O  0.253  -3.801  4.308
C  0.661  -4.419  5.568
H  0.396  0.527  2.853
H  -1.419  0.399  2.723
H  -0.375  -0.382  1.575
H  -1.084  -2.633  2.037
H  -2.232  -1.945  3.145
H  -1.657  -4.397  3.670
H  -1.748  -3.234  4.938
H  0.711  -5.500  5.433
H  -0.023  -4.100  6.353
H  1.664  -4.004  5.644
C  0.307  5.312  0.078
O  -0.138  5.274  1.419
C  0.592  4.417  2.261
C  0.903  5.110  3.577
O  -0.171  5.707  4.250
C  -0.103  5.639  5.678
H  0.057  4.351  -0.375
H  1.320  5.711  0.016
H  -0.333  6.022  -0.449
H  1.540  4.109  1.811
H  -0.032  3.518  2.287
H  1.706  5.814  3.339
H  1.407  4.341  4.172
H  0.736  6.216  6.071
H  -0.120  4.595  5.995
H  -1.006  6.127  6.042
O  2.457  -2.018  2.825
H  2.509  -1.088  2.580
H  1.516  -2.189  2.958
O  -1.826  1.160  -4.231
H  -1.090  0.554  -4.087
H  -1.851  1.688  -3.429
O  5.184  1.114  -1.794
H  4.980  2.024  -1.565
H  4.341  0.738  -2.066
O  1.805  -4.247  0.451
H  1.049  -4.834  0.377
H  1.649  -3.575  -0.220
O  0.132  -3.014  -5.377
H  0.990  -2.839  -5.766
H  -0.116  -2.182  -4.959
O  -0.913  -2.969  -1.063
H  -1.358  -3.492  -1.734
H  -0.527  -2.232  -1.553
O  3.002  -0.446  -4.842
H  2.883  -1.203  -5.419
H  2.328  -0.551  -4.159
C  1.928  2.570  -4.099
O  1.260  3.486  -3.256
H  1.218  2.330  -4.892
H  2.860  2.996  -4.471
H  2.216  1.648  -3.590
H  0.729  2.991  -2.619

ORCA calculation (wB97M-V/def2-TZVPD) on a 7-piece molecular cluster, H14O6S2 overall in a non-equilibrium geometry.

The value obtained for the molecular weight is 174.240 g/mol. The net charge is -1. The calculation puts the relative energy (zero: lowest compared OMol25 entry of this formula, charge and spin) at 296.89 kJ/mol. The spin multiplicity is 2.

Geometry (Å):
S  -1.353  -2.910  0.051
S  -0.833  -2.401  1.800
H  -2.649  -2.612  0.062
H  0.121  -1.499  2.073
H  -2.348  3.719  -2.199
H  -2.156  3.762  -0.743
O  -1.665  3.781  -1.545
H  -1.732  1.325  -0.822
H  -2.661  0.072  -0.816
O  -2.043  0.571  -0.216
H  1.325  -3.971  1.383
H  2.365  -3.782  0.393
O  2.229  -4.142  1.322
H  0.627  0.028  -1.669
H  1.138  0.487  -0.322
O  0.912  -0.172  -0.844
H  4.359  1.271  -1.993
H  4.331  -0.084  -1.104
O  3.962  0.815  -1.261
H  -1.015  2.049  2.882
H  -1.763  1.466  1.672
O  -1.151  2.227  1.895